No. 1
Entry from the Open Molecules 2025 dataset: 2 unconnected molecules or ions with the total composition C3HN3O (ωB97M-V with the def2-TZVPD basis set).

Structure (XYZ):
```
8
Properties=species:S:1:pos:R:3
C 0.10 1.53 0.97
N -0.05 2.12 1.94
H -0.48 -1.61 -0.88
O 0.86 0.07 -2.27
N 0.61 0.49 -1.21
C -0.60 -1.72 0.24
N -0.78 -1.68 1.36
C 0.33 0.79 -0.13
```

Values from the calculation:
multiplicity: 3
<S²>: 2.04
ΔE to the lowest compared entry with this formula, charge and spin: 336.9 kJ/mol
HOMO (spin up / spin down): -6.7 / -10.8 eV
LUMO (spin up / spin down): -0.307 / -4.437 eV
total energy: -354.10550 a.u.
frontier orbital gap (spin up / spin down): 6.36 / 6.40 eV

These are the natural (NBO) partial charges, in e, on atoms 1 to 5: 0.074, -0.203, 0.240, -0.143, 0.062



No. 2
Entry from the Open Molecules 2025 dataset: 2 unconnected molecules or ions with the total composition C3H7NO4S (ωB97M-V with the def2-TZVPD basis set).

Structure (XYZ):
```
16
Properties=species:S:1:pos:R:3
C -0.15 0.50 -0.52
H 1.08 -1.68 1.53
O -1.83 -1.54 -0.82
S -1.70 -0.24 -0.12
H 0.01 0.34 -1.64
H -0.69 2.49 -0.63
O -2.71 0.73 -0.61
O 2.45 -0.42 -0.96
H 0.30 -1.83 -0.01
H -0.65 1.82 1.04
H 0.84 2.43 0.31
H 2.10 -2.31 0.31
O -1.86 -0.32 1.36
N 1.76 -0.23 0.16
C -0.21 1.89 0.10
C 1.27 -1.63 0.52
```

Values from the calculation:
total charge: -2
ΔE to the lowest compared entry with this formula, charge and spin: 116.8 kJ/mol
HOMO (spin up / spin down): 1.2 / 1.2 eV
LUMO (spin up / spin down): 6.662 / 6.663 eV
total energy: -872.22966 a.u.
frontier orbital gap (spin up / spin down): 5.42 / 5.42 eV

These are the natural (NBO) partial charges, in e, on atoms 1 to 5: -0.552, 0.160, -1.051, 2.340, 0.201



No. 3
Entry from the Open Molecules 2025 dataset: a molecular structure, C19H27N5O7S2Tl (ωB97M-V with the def2-TZVPD basis set).

Structure (XYZ):
```
61
Properties=species:S:1:pos:R:3
C 15.72 13.48 4.91
H 16.52 13.80 4.23
H 16.20 12.78 5.63
Tl 10.29 12.09 5.77
C 6.20 9.95 9.99
H 12.47 7.11 8.14
H 13.52 16.10 6.89
C 15.42 8.69 8.84
H 14.70 16.63 5.41
O 8.77 13.70 8.26
N 8.07 12.57 7.76
N 6.70 10.17 7.68
H 7.03 17.43 4.76
H 7.15 16.19 6.03
H 14.98 12.94 4.30
N 8.93 17.29 5.67
H 11.41 17.22 6.83
C 13.62 10.24 9.01
H 10.32 18.87 6.01
H 5.19 9.66 9.72
C 12.97 11.52 8.86
H 15.73 16.09 6.74
H 15.09 6.78 8.16
C 7.45 17.21 5.74
S 11.26 9.89 8.29
C 7.61 11.95 8.87
O 11.65 15.10 6.75
O 10.35 9.49 9.39
H 13.24 14.83 7.96
O 7.14 10.65 6.65
O 10.88 9.57 6.92
H 7.05 17.91 6.55
H 16.29 16.00 5.00
H 9.82 18.62 4.25
C 14.53 7.67 8.47
O 9.13 15.07 6.15
H 16.51 8.58 8.93
N 11.76 11.48 8.31
C 11.17 16.33 6.20
C 8.18 12.37 10.13
H 7.80 11.74 10.94
C 13.08 15.11 6.88
H 6.69 8.99 10.23
H 6.10 10.64 10.86
C 6.84 10.74 8.88
C 13.71 14.14 5.96
H 8.74 19.36 5.40
C 9.65 16.18 6.04
C 9.50 18.54 5.31
N 14.92 14.55 5.49
C 15.42 15.89 5.65
H 9.04 14.14 7.44
H 9.29 12.18 10.13
O 13.12 13.13 5.60
C 12.78 9.20 8.72
H 11.62 16.43 5.20
C 13.16 7.89 8.49
H 8.11 13.43 10.35
H 15.62 10.66 9.70
S 13.81 12.79 9.62
C 14.99 9.95 9.19
```

Values from the calculation:
total charge: +1
ΔE to the lowest compared entry with this formula, charge and spin: 0.0 kJ/mol
HOMO (spin up / spin down): -10.3 / -10.5 eV
LUMO (spin up / spin down): -3.710 / -6.134 eV
total energy: -2509.05825 a.u.
frontier orbital gap (spin up / spin down): 6.56 / 4.38 eV

These are the natural (NBO) partial charges, in e, on atoms 1 to 5: -0.430, 0.217, 0.205, 0.891, -0.642



No. 4
Entry from the Open Molecules 2025 dataset: a gas-phase ion, C3H5N3O6P (charge +1) (ωB97M-V with the def2-TZVPD basis set).

Structure (XYZ):
```
18
Properties=species:S:1:pos:R:3
O -2.35 1.50 -0.33
C 0.53 1.33 0.01
H -2.24 -1.76 -1.35
C 2.57 -0.06 0.00
N 1.89 1.11 0.15
H 2.51 1.89 0.34
O 3.76 -0.21 -0.18
H -1.66 2.23 -0.42
O 0.08 2.43 0.05
H 2.18 -2.06 -0.20
N -0.22 0.12 -0.10
O -0.48 -2.04 -0.02
H -1.77 -0.81 1.97
O -2.40 -0.53 1.35
C 0.32 -1.14 0.00
O -2.44 -0.82 -1.24
N 1.67 -1.20 0.02
P -1.94 0.00 -0.07
```

Values from the calculation:
total charge: +1
ΔE to the lowest compared entry with this formula, charge and spin: 0.0 kJ/mol
HOMO: -15.3 eV
LUMO: -3.589 eV
SMILES: O=C1NC(=O)[N+](=P(O)(O)O)C(=O)N1
total energy: -1074.31540 a.u.
frontier orbital gap: 11.76 eV

These are the natural (NBO) partial charges, in e, on atoms 1 to 5: -0.981, 0.831, 0.577, 0.797, -0.648



No. 5
Entry from the Open Molecules 2025 dataset: a molecular structure, C4H8 (ωB97M-V with the def2-TZVPD basis set).

Structure (XYZ):
```
12
Properties=species:S:1:pos:R:3
C 0.70 1.03 -1.57
C -0.27 0.41 -0.86
H -0.99 -0.61 0.86
H -0.92 -2.36 0.38
H -1.48 -1.89 2.05
C 1.23 1.64 -0.45
H 0.83 2.63 -0.04
H 1.72 1.05 0.36
H 0.25 -1.74 1.57
C -0.80 -1.67 1.23
H 1.02 0.90 -2.57
H -1.30 0.61 -0.96
```

Values from the calculation:
ΔE to the lowest compared entry with this formula, charge and spin: 482.9 kJ/mol
HOMO: -8.6 eV
LUMO: 0.520 eV
total energy: -157.00003 a.u.
frontier orbital gap: 9.10 eV

These are the natural (NBO) partial charges, in e, on atoms 1 to 5: -0.201, -0.215, 0.230, 0.210, 0.208



No. 6
Entry from the Open Molecules 2025 dataset: a gas-phase ion, C3H9NS2 (charge +1) (ωB97M-V with the def2-TZVPD basis set).

Structure (XYZ):
```
15
Properties=species:S:1:pos:R:3
S 0.64 -0.04 1.73
H 2.66 0.65 -1.20
H -2.46 -1.30 -1.49
H -2.67 -1.49 0.07
H -1.64 -0.22 1.55
H -1.16 1.37 1.09
H -0.36 -0.15 -1.15
H 3.83 0.31 0.08
H -1.84 0.75 -0.87
H 2.48 1.53 0.24
C 2.81 0.58 -0.13
N -1.95 -1.33 -0.62
C -1.23 -0.07 -0.50
C -0.91 0.33 0.93
S 1.81 -0.92 0.25
```

Values from the calculation:
multiplicity: 2
total charge: +1
<S²>: 0.75
ΔE to the lowest compared entry with this formula, charge and spin: 95.4 kJ/mol
HOMO (spin up / spin down): -13.4 / -13.3 eV
LUMO (spin up / spin down): -4.632 / -8.331 eV
total energy: -970.49377 a.u.
frontier orbital gap (spin up / spin down): 8.81 / 5.00 eV

These are the natural (NBO) partial charges, in e, on atoms 1 to 5: 0.596, 0.262, 0.379, 0.365, 0.274



No. 7
Entry from the Open Molecules 2025 dataset: 2 unconnected molecules or ions with the total composition CH3FO2S (ωB97M-V with the def2-TZVPD basis set).

Structure (XYZ):
```
8
Properties=species:S:1:pos:R:3
S -1.19 0.14 -0.27
H 0.95 0.16 1.23
H 1.48 -1.20 0.07
H -1.73 -0.37 -1.51
C 1.46 -0.22 0.37
O -1.71 -0.56 0.87
O -1.54 1.55 -0.38
F 2.27 0.50 -0.37
```

Values from the calculation:
ΔE to the lowest compared entry with this formula, charge and spin: 335.0 kJ/mol
HOMO (spin up / spin down): -9.1 / -9.6 eV
LUMO (spin up / spin down): -1.911 / -0.608 eV
total energy: -688.27925 a.u.
frontier orbital gap (spin up / spin down): 7.23 / 8.99 eV

These are the natural (NBO) partial charges, in e, on atoms 1 to 5: 1.615, 0.183, 0.153, 0.023, 0.126



No. 8
Entry from the Open Molecules 2025 dataset: a molecular structure, C13H30O4OsPS3 (ωB97M-V with the def2-TZVPD basis set).

Structure (XYZ):
```
52
Properties=species:S:1:pos:R:3
H -2.69 -1.48 -1.01
C 1.00 1.12 -3.74
H -0.41 -1.18 -4.63
O 2.50 -1.09 -0.72
H 0.19 -1.37 3.55
H -1.19 2.23 3.89
H -1.50 2.05 -2.91
P 2.08 -0.30 0.55
H 3.17 -2.96 -0.05
C -1.09 2.11 2.81
Os -0.20 0.22 0.09
H 2.94 -0.76 3.79
H 0.95 2.18 -3.47
C 3.07 2.04 -0.37
C 2.58 -2.55 -0.87
C -2.44 1.96 2.14
H 3.07 -2.72 -1.82
C -1.77 -1.42 2.63
H 0.78 -1.57 -3.38
C 3.43 -0.92 2.83
H 4.04 -0.07 2.55
H -4.20 0.30 -0.50
C -3.52 0.04 0.31
H -3.61 -2.13 0.35
O 2.93 0.98 0.64
O 0.03 0.39 -1.64
H 1.94 0.69 -3.41
H 3.26 1.60 -1.34
H 2.17 2.64 -0.37
H -2.33 0.46 -2.97
C -0.67 -0.72 3.39
H -1.68 1.18 -4.43
H -1.93 -2.43 3.03
C -2.91 -1.34 0.05
H 4.01 -1.84 2.84
H -2.71 -0.88 2.67
H -2.96 2.92 2.09
H -1.01 -0.38 4.37
H 1.57 -2.97 -0.87
O 2.35 -1.11 1.83
H -0.54 2.98 2.43
S 0.03 0.72 2.53
H 3.92 2.63 -0.05
H 0.96 1.05 -4.83
C -0.19 -1.10 -3.56
H -0.97 -1.65 -3.03
S -2.29 1.40 0.40
H -4.10 0.07 1.24
C -0.18 0.36 -3.19
H -3.07 1.25 2.66
S -1.32 -1.66 0.87
C -1.51 1.06 -3.36
```

Values from the calculation:
total charge: +3
ΔE to the lowest compared entry with this formula, charge and spin: 17.3 kJ/mol
HOMO: -19.4 eV
LUMO: -12.070 eV
total energy: -2439.90573 a.u.
frontier orbital gap: 7.36 eV

These are the natural (NBO) partial charges, in e, on atoms 1 to 5: 0.262, -0.654, 0.280, -0.823, 0.276



No. 9
Entry from the Open Molecules 2025 dataset: 2 unconnected molecules or ions with the total composition C3H9NO2 (ωB97M-V with the def2-TZVPD basis set).

Structure (XYZ):
```
15
Properties=species:S:1:pos:R:3
C 1.67 1.51 -0.06
H -1.85 -0.59 -1.84
C -2.15 -0.54 -0.72
N 1.76 0.37 0.97
C -1.27 -1.61 -0.12
H 0.59 1.51 -0.36
H 1.66 0.87 1.84
H 2.23 1.42 -0.96
O -0.52 -1.20 0.83
H 2.01 2.44 0.28
H 2.52 -0.17 0.97
O -1.41 -2.76 -0.34
H 0.23 -0.48 0.68
H -2.32 0.40 -0.44
H -3.15 -1.17 -0.73
```

Values from the calculation:
ΔE to the lowest compared entry with this formula, charge and spin: 221.6 kJ/mol
HOMO: -9.8 eV
LUMO: 0.611 eV
SMILES: CC(=O)O.CN
total energy: -324.88821 a.u.
frontier orbital gap: 10.42 eV

These are the natural (NBO) partial charges, in e, on atoms 1 to 5: -0.425, 0.228, -0.746, -0.836, 0.797



No. 10
Entry from the Open Molecules 2025 dataset: 2 unconnected molecules or ions with the total composition C9H13NO (ωB97M-V with the def2-TZVPD basis set).

Structure (XYZ):
```
24
Properties=species:S:1:pos:R:3
C 0.51 -1.17 -0.97
O 3.62 -0.70 -0.31
H 0.86 -0.62 -1.77
C -2.28 1.38 -0.01
C -3.43 -0.85 0.29
C 4.04 0.59 -0.53
H -3.48 -1.28 1.26
H -4.15 1.24 1.00
H 0.22 1.85 0.32
H 2.63 -1.00 1.60
N 3.40 1.61 -0.13
H 0.23 -1.00 1.18
H -4.36 -1.00 -0.29
C -3.33 0.69 0.38
H 4.86 0.63 -1.07
C 2.31 1.02 0.51
H -2.60 -1.32 -0.18
C 0.96 1.06 0.31
C 2.39 -0.42 0.55
H -2.16 2.44 -0.23
C 0.85 -0.47 0.32
H -0.66 -1.34 -1.02
H 0.85 -2.25 -0.91
H -1.30 0.91 -0.29
```

Values from the calculation:
ΔE to the lowest compared entry with this formula, charge and spin: 588.6 kJ/mol
HOMO: -8.7 eV
LUMO: 0.695 eV
SMILES: C[C@@H]1C=C2N=CO[C@@H]21.C=CC
total energy: -480.53310 a.u.
frontier orbital gap: 9.40 eV

These are the natural (NBO) partial charges, in e, on atoms 1 to 5: -0.605, -0.482, 0.214, -0.425, -0.639



No. 11
Entry from the Open Molecules 2025 dataset: C20H31N3O5S in the gas phase (ωB97M-V with the def2-TZVPD basis set).

Structure (XYZ):
```
60
Properties=species:S:1:pos:R:3
H -5.23 0.95 0.07
H -0.81 1.69 -2.86
H 2.25 2.89 -0.89
C -1.68 -0.14 -1.05
H 1.24 2.62 2.66
H 3.04 4.15 0.05
H -1.69 3.04 -2.06
S 2.85 -0.08 -0.48
H 4.26 2.01 0.24
C -2.23 1.22 -1.41
C 1.09 0.94 1.65
H -6.51 -0.63 -0.80
H -0.84 -2.75 -1.37
H 2.23 -3.63 -0.19
H 3.25 -2.49 1.98
H 2.13 -2.24 -1.71
C -1.29 2.11 -1.93
O 1.65 -0.16 -1.35
N 0.03 2.51 -1.26
C 4.11 -3.00 -1.15
C -0.84 -2.89 -0.51
H -0.70 -0.54 -1.33
H 0.79 1.72 -1.29
H -0.07 -2.11 -0.11
C 3.22 2.15 1.02
H -7.65 -1.36 0.56
O -1.01 4.18 -0.23
H -5.90 -0.38 1.59
H 4.48 -2.50 -1.88
H 5.65 -1.58 0.09
H -0.31 2.13 2.08
O 4.10 0.29 -1.05
H 5.34 -3.36 0.62
C -6.71 -1.47 0.03
H -6.73 -2.45 -0.44
N 2.54 -1.66 0.34
H 1.34 0.14 2.27
C -4.32 0.55 -0.02
C -3.45 1.59 -1.00
C 0.71 2.24 1.85
H -5.89 -2.01 1.85
C 2.47 3.27 0.15
C 2.69 -2.72 -0.70
C -2.56 -0.79 -0.31
H 4.01 -0.94 1.64
C -5.67 -1.34 1.13
H -3.74 2.67 -0.86
H 1.07 4.36 1.18
C -0.12 3.40 -0.13
H 4.34 -3.98 -1.23
O -4.45 -1.73 0.65
H -0.76 -3.64 0.01
C 4.81 -2.60 0.28
C 3.73 -1.89 1.40
O -2.23 -2.16 -0.10
H 3.63 2.27 1.91
C -3.85 -0.69 0.15
N 2.59 1.00 0.65
H 0.64 0.37 0.70
C 0.97 3.44 0.90
```

Values from the calculation:
ΔE to the lowest compared entry with this formula, charge and spin: 1754.2 kJ/mol
HOMO: -8.0 eV
LUMO: 0.479 eV
SMILES: CCOc1ccc(CNC(=O)C2CCN(S(=O)(=O)N3CCCC3)CC2)cc1OC
total energy: -1718.74492 a.u.
frontier orbital gap: 8.45 eV

These are the natural (NBO) partial charges, in e, on atoms 1 to 5: 0.196, 0.201, 0.227, -0.331, 0.221



No. 12
Entry from the Open Molecules 2025 dataset: C22H30N2O2S in the gas phase (ωB97M-V with the def2-TZVPD basis set).

Structure (XYZ):
```
57
Properties=species:S:1:pos:R:3
N 1.36 0.65 -2.10
C -2.25 1.51 1.72
C -4.24 -2.14 0.08
H -5.78 0.25 1.00
C -5.23 0.11 0.06
C 0.19 -2.47 -0.80
O 4.02 -1.52 -0.55
C -0.56 -1.37 -1.15
C -3.43 -1.18 0.95
H 5.62 -2.25 0.55
O -3.59 1.25 1.37
H -0.39 2.13 0.86
H -6.38 -1.72 -0.15
C -0.62 -0.28 -0.28
H -1.13 0.92 -2.76
H -3.63 -2.51 -0.74
H 1.19 0.28 -3.03
C -2.93 0.57 -0.87
H 3.31 -0.01 -2.39
H -1.78 0.62 2.16
H -4.58 -3.00 0.65
C 3.69 -0.42 0.19
C -5.42 -1.31 -0.47
H 3.49 1.38 3.00
H 4.03 -2.98 0.93
H -3.41 1.45 -1.32
H -2.37 -1.42 0.94
H -3.78 -1.21 1.98
H -1.10 -1.37 -2.08
S 2.82 1.92 0.73
C 0.87 -2.46 0.41
H -2.30 2.30 2.47
C 4.66 -2.57 0.13
C -0.91 1.58 -1.92
N 0.05 -0.27 0.86
H 1.46 -3.31 0.73
H 4.33 -0.97 2.23
C 3.89 -0.24 1.58
C 3.47 0.98 2.00
H -5.55 0.87 -0.64
C 0.77 -1.33 1.20
C -1.42 1.97 0.52
H 1.27 -1.25 2.15
H 0.25 -3.33 -1.45
C 0.59 1.86 -1.90
H 4.84 -3.34 -0.62
C 3.13 0.67 -0.42
C 2.79 0.80 -1.87
H -1.82 2.92 0.16
H 3.16 1.76 -2.26
H 0.82 2.62 -2.68
H -5.41 -1.31 -1.56
H -1.44 2.52 -2.09
H 0.88 2.29 -0.94
C -3.73 0.23 0.40
H -3.00 -0.25 -1.57
C -1.45 0.94 -0.62
```

Values from the calculation:
ΔE to the lowest compared entry with this formula, charge and spin: 258.9 kJ/mol
HOMO: -8.1 eV
LUMO: 0.704 eV
SMILES: COc1ccsc1CNCC[C@@]1(c2ccccn2)CCOC2(CCCC2)C1
total energy: -1514.47179 a.u.
frontier orbital gap: 8.76 eV

These are the natural (NBO) partial charges, in e, on atoms 1 to 5: -0.624, -0.066, -0.409, 0.215, -0.403